1.
ORCA calculation (ωB97M-V/def2-TZVPD) on a 9-piece molecular cluster, C36H99N9O9 overall.

Geometry as ORCA input:
```
! RIJCOSX wB97M-V def2-TZVPD def2/J DEFGRID3
* xyz 0 1
C 3.3729 4.3179 1.5597
O 4.3208 3.8137 0.6027
C 4.1809 2.3853 0.4536
C 5.3748 1.9981 -0.4520
C 5.6432 2.9376 -1.5963
N 5.0822 0.6962 -0.9961
H 2.2985 4.1966 1.4165
H 3.6599 5.3688 1.5084
H 3.6146 3.9294 2.5507
H 4.3559 1.8013 1.3613
H 3.1950 2.0166 0.1628
H 6.2718 1.8991 0.1606
H 6.5617 2.6975 -2.1323
H 5.7412 3.9742 -1.2706
H 4.8031 2.9680 -2.2923
H 4.2846 0.7465 -1.6153
H 5.8609 0.3587 -1.5460
C 3.5819 -3.9798 0.0985
O 4.8900 -3.6609 -0.3720
C 4.9137 -2.8820 -1.5186
C 6.3129 -2.4835 -2.0310
C 7.0239 -3.6691 -2.6012
N 7.0932 -1.9836 -0.8537
H 3.6358 -4.4908 1.0583
H 3.2195 -4.6952 -0.6422
H 2.9630 -3.0842 0.1729
H 4.3753 -3.3198 -2.3647
H 4.3465 -1.9973 -1.2156
H 6.2843 -1.6758 -2.7629
H 6.9521 -4.4619 -1.8528
H 8.0563 -3.4994 -2.9039
H 6.5347 -4.1976 -3.4216
H 6.6185 -1.1837 -0.4595
H 7.1588 -2.7586 -0.2089
C -5.9469 1.4492 0.2441
O -5.7523 0.0618 0.3690
C -6.1519 -0.8138 -0.6868
C -5.8011 -2.3099 -0.3956
C -6.8642 -2.9548 0.5059
N -4.4557 -2.3489 0.2482
H -5.1953 1.6907 -0.5143
H -5.5881 2.0100 1.1062
H -6.8987 1.8490 -0.1076
H -7.2211 -0.6324 -0.8135
H -5.6366 -0.5213 -1.6056
H -5.9072 -2.7881 -1.3704
H -7.8625 -3.0090 0.0678
H -7.1233 -2.1765 1.2289
H -6.6131 -3.8687 1.0405
H -3.8822 -2.1677 -0.5688
H -4.4091 -1.4062 0.6216
C 2.6647 -4.6794 3.8849
O 1.8763 -3.6400 4.4780
C 0.4877 -3.7298 4.3920
C -0.2917 -4.0179 5.7538
C 0.0004 -5.5194 6.2833
N -1.7584 -3.9596 5.7033
H 2.2876 -4.9182 2.8897
H 2.5808 -5.6104 4.4506
H 3.7268 -4.4442 3.9282
H 0.2661 -2.7662 3.9297
H 0.1464 -4.5322 3.7338
H 0.0535 -3.2601 6.4598
H 0.0179 -6.1932 5.4281
H -0.5851 -5.8269 7.1483
H 1.0070 -5.5074 6.7086
H -1.9956 -3.2152 5.0563
H -2.2129 -3.6240 6.5420
C 0.8521 4.3696 -1.9045
O 1.6470 3.3076 -2.4714
C 0.8517 2.6333 -3.4533
C 1.6350 1.3247 -3.8227
C 0.6818 0.4996 -4.7064
N 1.9942 0.5191 -2.6771
H 1.3707 4.9471 -1.1419
H -0.1223 3.9805 -1.5993
H 0.5044 5.0743 -2.6651
H -0.1112 2.3244 -3.0353
H 0.4739 3.2797 -4.2493
H 2.5806 1.4222 -4.3568
H -0.3381 0.3612 -4.3431
H 1.0135 -0.5372 -4.7839
H 0.6379 0.8780 -5.7279
H 1.1517 0.1230 -2.2787
H 2.4195 1.0750 -1.9471
C -3.2934 3.8382 -3.7298
O -4.2363 4.7086 -4.2929
C -3.8177 6.1183 -4.1637
C -4.5164 6.9602 -5.3024
C -3.9505 6.7186 -6.7408
N -4.6712 8.3945 -4.9081
H -3.7925 2.8947 -3.9631
H -3.4627 3.8715 -2.6502
H -2.2562 3.8178 -4.0642
H -4.1137 6.4782 -3.1757
H -2.7324 6.2116 -4.0859
H -5.5405 6.5967 -5.3924
H -2.9766 7.1818 -6.8922
H -4.7381 6.8735 -7.4778
H -3.8206 5.6463 -6.9027
H -3.9088 8.7206 -4.3279
H -5.4651 8.5916 -4.3139
C -3.6049 -1.2938 -4.5981
O -2.8221 -2.3701 -4.1544
C -2.9075 -2.7052 -2.7257
C -2.5035 -4.1500 -2.5145
C -3.3366 -5.0922 -3.3425
N -2.4906 -4.5516 -1.0741
H -4.6430 -1.2691 -4.2548
H -3.6223 -1.4137 -5.6811
H -3.3477 -0.2582 -4.3579
H -2.3344 -1.9097 -2.2402
H -3.8284 -2.4954 -2.1782
H -1.4599 -4.3868 -2.7286
H -4.3266 -5.2084 -2.8943
H -2.9973 -6.1274 -3.3955
H -3.4617 -4.7979 -4.3838
H -3.4109 -4.8949 -0.8358
H -2.1598 -3.8675 -0.4100
C -2.0119 1.2528 -1.1213
O -0.8088 0.5596 -0.7582
C -0.3158 1.0172 0.4550
C 0.8744 0.1218 0.9096
C 0.4022 -1.2867 1.2745
N 1.4090 0.7884 2.1291
H -2.2318 0.7454 -2.0625
H -1.9691 2.3384 -1.2030
H -2.8346 0.8729 -0.5113
H -0.0034 2.0457 0.2589
H -1.0513 1.0129 1.2635
H 1.7556 0.0370 0.2721
H 0.0336 -1.7855 0.3773
H -0.5186 -1.1328 1.8404
H 1.2582 -1.6965 1.8081
H 2.3756 0.5298 2.2689
H 0.8056 0.4208 2.8529
C 2.5217 -1.5237 7.6153
O 2.3485 -0.1742 7.0830
C 0.9682 0.2220 6.9415
C 0.8272 1.7500 6.6901
C 1.3044 2.2162 5.3865
N 1.5394 2.5921 7.7256
H 2.4861 -2.3132 6.8629
H 1.8055 -1.6837 8.4227
H 3.4890 -1.7263 8.0767
H 0.6666 -0.3676 6.0737
H 0.4716 0.0145 7.8911
H -0.2049 2.0646 6.8485
H 2.3360 1.9238 5.1853
H 1.3748 3.3008 5.4837
H 0.6618 1.9501 4.5481
H 2.5469 2.6700 7.6698
H 1.4512 2.1288 8.6222
*
```

Its HOMO-LUMO gap is 9.0 eV. The value obtained for the energy above the lowest of the compared OMol25 structures with the same formula, charge and spin is 6.255 eV. As for the total energy: -70766.0544 eV.

---

2.
ORCA calculation (ωB97M-V/def2-TZVPD) on C32H44F24N12O16S8 as an isolated structure.

Geometry as ORCA input:
```
! RIJCOSX wB97M-V def2-TZVPD def2/J DEFGRID3
* xyz 0 1
C -3.0739 -3.9837 1.0242
C -4.0678 -4.9291 1.7147
N -3.9504 -6.2667 1.2244
C -3.1143 -7.2194 1.6346
C -3.2813 -8.3771 0.8215
N -4.2184 -8.0721 -0.1488
C -4.6145 -6.7587 0.0990
C -4.6394 -8.8567 -1.2690
H -3.1227 -3.8724 -0.0590
H -2.0834 -4.3307 1.3186
H -3.2297 -3.0358 1.5393
H -5.0917 -4.5878 1.5629
H -3.9687 -4.8743 2.7988
H -2.4182 -7.0429 2.4413
H -2.7294 -9.3017 0.7385
H -5.2795 -6.1456 -0.4911
H -3.8601 -9.5308 -1.6245
H -4.9148 -8.1798 -2.0777
H -5.5611 -9.3907 -1.0382
C 1.9199 2.6943 -0.9908
C 0.7271 1.8115 -1.2553
N 0.8218 0.5492 -0.5684
C 1.2324 -0.6337 -1.1245
C 1.1155 -1.6366 -0.1344
N 0.3889 -1.0757 0.8832
C 0.2716 0.2699 0.6747
C 0.1174 -1.7504 2.1896
H 1.8334 3.5483 -1.6625
H 2.7654 2.0607 -1.2587
H 2.0777 2.9842 0.0481
H 0.3411 1.7352 -2.2718
H -0.1164 2.3586 -0.8344
H 1.6920 -0.6401 -2.1018
H 1.4452 -2.6620 -0.2133
H -0.2192 1.0012 1.2998
H -0.9205 -1.5863 2.4796
H 0.7389 -1.2712 2.9459
H 0.2863 -2.8204 2.0679
C -1.0382 -0.2505 -3.7557
C -2.2283 0.4677 -4.3312
N -1.8888 1.8878 -4.5917
C -0.7629 2.3664 -5.2592
C -0.9821 3.7330 -5.3974
N -2.2459 4.0483 -4.8827
C -2.7995 2.9044 -4.4261
C -2.8539 5.3889 -4.7865
H -1.3939 -1.2541 -3.5226
H -0.9258 0.0550 -2.7154
H -0.0996 -0.3217 -4.3053
H -3.1191 0.3869 -3.7083
H -2.3968 -0.0328 -5.2848
H 0.0793 1.6990 -5.3682
H -0.4438 4.5810 -5.7943
H -3.7918 2.8231 -4.0076
H -3.9247 5.2070 -4.8777
H -2.5585 6.0675 -5.5867
H -2.7939 5.7429 -3.7573
C 5.1555 4.2474 0.8630
C 5.4796 3.0660 -0.0748
N 6.8524 2.7605 -0.3878
C 7.3486 1.8987 -1.3124
C 8.7175 1.6958 -1.1327
N 9.0631 2.5610 -0.0953
C 7.9053 3.2430 0.3089
C 10.3676 2.8631 0.4512
H 4.1091 4.5250 0.7364
H 5.6878 5.1577 0.5873
H 5.3598 3.9018 1.8764
H 5.0109 3.2350 -1.0442
H 5.0599 2.1478 0.3361
H 6.6594 1.3514 -1.9383
H 9.4268 1.0656 -1.6485
H 7.9162 4.0347 1.0434
H 10.3282 2.7983 1.5386
H 10.4962 3.9314 0.2773
H 11.2112 2.2757 0.0886
C -1.9931 6.3798 0.2261
F -1.9018 5.2024 0.8006
F -3.2876 6.6858 0.0497
F -1.5102 7.2697 1.0807
S -0.9366 6.4151 -1.4806
O -1.1504 5.0619 -1.9565
O -1.4525 7.5724 -2.2432
N 0.6414 6.6811 -0.8809
S 1.4256 7.4365 -1.9617
O 1.1761 7.0411 -3.3922
O 1.4454 8.9085 -1.8133
C 3.2103 6.7923 -1.5543
F 4.1228 7.4953 -2.2076
F 3.4665 6.9274 -0.2768
F 3.4078 5.4918 -2.0191
C -3.9467 0.4956 -0.4023
F -3.5793 -0.6115 -1.0725
F -2.9706 0.8082 0.4502
F -4.2182 1.5460 -1.2319
S -5.5568 0.0370 0.6339
O -5.1887 -0.8916 1.7379
O -6.0718 1.2905 1.1100
N -6.6088 -0.5588 -0.5691
S -7.0863 -1.9190 -0.1669
O -5.9973 -2.8737 -0.2448
O -7.9378 -1.8758 1.0371
C -8.3793 -2.3323 -1.6732
F -8.7845 -3.5719 -1.4348
F -9.3784 -1.4755 -1.4339
F -7.8291 -2.1551 -2.9355
C 2.6502 1.6868 3.9073
F 3.3545 1.8483 2.7203
F 2.5634 0.3834 4.2299
F 3.2147 2.4045 4.8468
S 0.7432 2.4436 3.8157
O 0.6363 3.4381 4.8823
O 0.6959 3.0173 2.4757
N -0.2788 1.0537 3.8552
S -0.7487 0.9304 5.3178
O 0.2667 0.8787 6.3614
O -1.9640 1.6861 5.6768
C -1.3460 -0.9844 5.3478
F -0.3189 -1.8165 4.9294
F -1.6190 -1.4018 6.6139
F -2.4005 -1.2169 4.6309
C 3.2636 -3.6955 2.9996
F 2.9104 -2.5550 3.6270
F 3.2113 -3.4845 1.6351
F 4.4448 -4.0111 3.3808
S 2.1417 -5.1704 3.6254
O 2.7073 -5.6748 4.8824
O 0.7765 -4.7050 3.7479
N 2.5421 -6.3134 2.3586
S 1.2180 -6.3354 1.4602
O 0.0989 -7.0758 2.0601
O 0.8952 -5.0248 0.8400
C 1.8789 -7.3283 0.0050
F 2.7587 -6.6115 -0.7284
F 2.4592 -8.3973 0.5314
F 0.8280 -7.6820 -0.7082
*
```

Its HOMO-LUMO gap is 7.0 eV. As for the total energy: -236427.8315 eV.

---

3.
ORCA calculation (ωB97M-V/def2-TZVPD) on C36H36IrN8O3S as an isolated structure.

Geometry as ORCA input:
```
! RIJCOSX wB97M-V def2-TZVPD def2/J DEFGRID3
* xyz 2 2
Ir 0.7405 0.6867 -0.5160
C 2.5647 -1.0719 -2.1676
N 1.1065 -0.9489 -1.9847
C 0.4238 -2.2379 -1.7861
C -1.0146 -1.8963 -1.5790
N -1.3494 -0.6556 -1.3538
C -2.7254 -0.6599 -1.1379
C -3.6052 0.3799 -0.8405
C -4.9339 0.0534 -0.6666
C -5.3884 -1.2708 -0.7887
C -4.5295 -2.3096 -1.0855
C -3.1909 -1.9728 -1.2528
N -2.0664 -2.7406 -1.5413
C 3.0555 0.3310 -2.1964
N 2.3238 1.3088 -1.6825
C 3.0746 2.4917 -1.8294
C 2.8504 3.8169 -1.4615
C 3.8344 4.7371 -1.7618
C 5.0210 4.3756 -2.4147
C 5.2599 3.0689 -2.7818
C 4.2667 2.1508 -2.4706
N 4.2091 0.7757 -2.6864
H 2.8129 -1.6119 -3.0843
H 2.9787 -1.5890 -1.3031
H 0.7311 -0.5367 -2.8370
H 0.8628 -2.7223 -0.9117
H 0.5616 -2.8992 -2.6458
H -3.2629 1.4032 -0.7484
H -5.6487 0.8313 -0.4354
H -6.4409 -1.4781 -0.6516
H -4.8844 -3.3264 -1.1870
H -2.0450 -3.7332 -1.7114
H 1.9705 4.1491 -0.9379
H 3.6859 5.7692 -1.4758
H 5.7617 5.1337 -2.6270
H 6.1728 2.7735 -3.2807
H 4.9099 0.2138 -3.1443
O 0.1075 4.3753 0.9332
C 0.1493 3.3670 0.2852
O 0.7870 2.2715 0.6646
C -0.5266 3.2464 -1.0494
C -1.1947 4.3091 -1.6224
C -1.7573 4.1347 -2.8768
C -1.6295 2.9017 -3.5011
C -0.9575 1.8825 -2.8549
N -0.4144 2.0504 -1.6450
H -1.2484 5.2408 -1.0761
H -2.2847 4.9446 -3.3623
H -2.0537 2.7211 -4.4784
H -0.8807 0.9004 -3.2975
S -3.6313 -1.5177 3.9961
C -2.4060 -0.9848 2.8814
C -1.4566 -1.8135 2.2732
C -0.5560 -1.2693 1.3937
N -0.5418 0.0279 1.0566
C -1.4219 0.8347 1.6694
C -2.3454 0.3768 2.5783
C -3.4625 -3.2850 3.8820
C -2.6739 -3.9787 4.7861
C -2.5710 -5.3572 4.6352
N -3.1914 -6.0374 3.6768
C -3.9668 -5.3593 2.8358
C -4.1378 -3.9830 2.8916
H -1.4095 -2.8705 2.4924
H 0.2234 -1.8759 0.9571
H -1.3905 1.8846 1.4315
H -3.0301 1.0825 3.0289
H -2.1570 -3.4676 5.5870
H -1.9607 -5.9353 5.3190
H -4.4832 -5.9436 2.0825
H -4.7830 -3.4714 2.1896
C 3.8372 -1.2984 1.6407
C 2.9493 -0.0659 1.5110
C 3.8044 1.1381 1.1358
C 2.1991 0.1898 2.8118
O 2.0158 -0.4303 0.4604
H 4.5801 -1.1521 2.4254
H 4.3760 -1.4848 0.7089
H 3.2449 -2.1787 1.8953
H 4.4075 1.4270 1.9972
H 3.2036 2.0008 0.8604
H 4.4949 0.8978 0.3225
H 2.9031 0.3570 3.6276
H 1.5786 -0.6682 3.0744
H 1.5688 1.0766 2.7324
*
```

Its HOMO-LUMO gap (alpha / beta) is 8.2 / 5.9 eV. The value obtained for the energy above the lowest of the compared OMol25 structures with the same formula, charge and spin is 0.389 eV. As for the total energy: -69642.8511 eV. The expectation value of S² is 0.754.